A structure of composition C18H19BN6Ti at a distorted geometry. Source: the Open Molecules 2025 dataset; level of theory: the ωB97M-V functional and the def2-TZVPD basis.

```
45
Properties=species:S:1:pos:R:3:forces:R:3:mulliken_charge:R:1
N 1.154 2.623 -1.008 -1.6 0.1 -0.2 -0.121
C 3.085 0.338 2.409 -0.3 0.3 -0.8 -1.189
H -1.948 -3.685 1.368 -0.4 0.2 -0.4 0.355
H 1.782 4.624 -0.958 -0.1 0.0 0.0 0.453
C -0.427 4.184 -0.806 0.2 -0.1 0.1 -1.099
C -4.518 -2.875 -0.754 0.3 0.4 0.0 -0.410
C -3.672 -3.675 0.037 0.0 0.1 0.0 -0.469
H -2.040 -0.510 4.600 0.3 -0.1 -0.3 0.391
C 2.968 -0.728 -3.720 -0.1 -0.1 0.1 -0.972
C -1.048 2.936 -0.795 2.1 -0.6 -0.5 -0.110
H -2.087 2.651 -0.698 0.2 0.1 0.0 0.462
H -0.360 -1.075 4.622 -0.1 0.0 0.0 0.326
H 4.263 1.016 -3.092 -0.1 -0.1 -0.1 0.440
N 1.579 0.218 0.742 0.6 0.3 0.0 0.181
H -0.911 5.140 -0.735 0.0 0.1 0.1 0.389
H 3.436 2.542 -1.139 -0.2 -0.1 -0.1 -0.105
H -0.778 0.425 3.757 0.0 -0.1 0.3 0.307
N 1.409 -0.219 -2.181 2.7 -0.3 -2.1 -0.074
H -5.460 -3.280 -1.135 0.4 0.2 0.1 0.353
C -2.943 -1.020 -0.559 0.1 -0.6 0.9 -0.043
H 3.600 0.156 3.327 0.1 0.0 0.3 0.386
C 0.946 3.943 -0.931 -0.5 -0.3 0.0 -0.132
H -4.807 -0.956 -1.683 0.4 -0.2 0.1 0.355
C -2.562 -3.117 0.657 -0.3 0.4 -0.6 -0.525
C -1.123 -0.595 3.994 1.2 1.7 -0.3 -1.402
H -3.918 -4.728 0.196 0.0 0.3 0.0 0.365
C -1.375 -1.092 1.431 1.1 2.4 -1.2 0.265
H 1.220 -0.938 2.481 0.0 0.1 -0.2 0.498
C 1.875 -0.242 1.975 0.5 0.7 -1.0 -0.345
C -2.245 -1.734 0.465 -0.4 -1.8 0.3 0.909
C -1.418 -1.351 2.740 -0.6 -1.1 0.6 -0.730
C 1.746 -1.114 -3.164 0.5 1.9 1.1 -0.328
N 2.444 0.718 -2.105 -0.6 -1.2 -0.8 0.060
N 2.570 1.100 0.385 -0.3 -0.5 0.3 0.000
H -1.827 -2.246 3.228 -1.0 -0.7 -1.2 0.151
H -2.628 0.008 -0.822 -0.4 -0.3 0.4 0.007
H 4.326 1.846 1.272 0.0 0.0 0.1 0.462
H 3.493 -1.213 -4.523 0.1 0.0 0.0 0.390
N -0.078 1.975 -0.946 0.0 3.4 0.0 0.089
Ti -0.007 0.034 -0.847 -2.8 -3.2 4.2 0.856
C -4.141 -1.560 -1.061 0.1 -0.5 -0.2 -0.621
B 2.486 1.815 -1.003 -0.2 -0.3 0.8 -0.040
H 1.094 -1.946 -3.375 0.0 0.1 -0.1 0.479
C 3.369 0.413 -3.023 -0.4 -0.2 0.2 -0.145
C 3.475 1.194 1.377 -0.4 -0.6 0.2 -0.070
```
Positions in Å, forces in eV/Å.

Summary:
* orbital gap (spin up / spin down): 6.5 / 6.4 eV
* charge: 0
* energy above the lowest of the compared OMol25 structures with the same formula, charge and spin: 99.82 kJ/mol
* HOMO level (spin up / spin down): -6.22 / -6.24 eV
* spin multiplicity: 3
* molar mass: 378.07 g/mol